Entry 1:
C19H56N10O7 | wB97M-V/def2-TZVPD

Max |F| ... 1.881 eV/A
SMILES string ... COC[C@H](C)N.COC[C@H](C)N.COC[C@H](C)N.COC[C@H](C)N.NC(N)=O.NC(N)=O.NC(N)=O
LUMO energy ... 0.39 eV
Charge ... 0
HOMO-LUMO gap ... 9.34 eV
HOMO level ... -8.952 eV
Relative energy (zero: lowest compared OMol25 entry of this formula, charge and spin) ... 132.2 kJ/mol
Molecular weight ... 536.72 g mol⁻¹

Cartesian coordinates (Å):
C -3.77149 -6.37081 -9.48032
O -4.35263 -7.60028 -9.86149
C -4.07118 -8.69052 -8.99968
C -2.64639 -9.26776 -8.97252
C -2.17824 -9.65149 -10.37351
N -2.62984 -10.41550 -8.08791
H -3.55394 -6.28195 -8.41266
H -4.46829 -5.60401 -9.81692
H -2.83284 -6.21106 -10.02864
H -4.52380 -8.47839 -8.02336
H -4.67835 -9.52215 -9.38393
H -2.02812 -8.47129 -8.53852
H -2.09722 -8.72897 -10.96246
H -2.92540 -10.22151 -10.92548
H -1.18868 -10.09747 -10.31754
H -1.99815 -10.39064 -7.30676
H -2.60392 -11.32683 -8.51378
C 3.29124 -8.74060 -14.48993
O 3.29673 -8.77157 -13.08195
C 2.20321 -9.53297 -12.52371
C 2.19242 -9.17906 -11.06579
C 2.05108 -7.67200 -10.82076
N 3.27415 -9.82410 -10.32562
H 3.45415 -9.70142 -14.97547
H 4.09299 -8.03812 -14.72371
H 2.37186 -8.31449 -14.90833
H 1.30017 -9.31018 -13.09151
H 2.43936 -10.58869 -12.71080
H 1.26466 -9.53941 -10.59629
H 1.95688 -7.45461 -9.76415
H 1.11218 -7.42017 -11.33301
H 2.77408 -7.06334 -11.36186
H 4.17564 -9.42582 -10.58934
H 3.16730 -9.70177 -9.32713
C 6.87668 -10.92105 -15.43867
O 5.88774 -11.60831 -14.69043
C 6.06961 -13.02352 -14.68402
C 5.01524 -13.70615 -13.82395
C 5.24225 -15.21452 -13.88453
N 3.67456 -13.38514 -14.32892
H 6.70416 -11.12198 -16.50250
H 7.87877 -11.17861 -15.09368
H 6.65881 -9.86059 -15.31866
H 6.01493 -13.41689 -15.71018
H 7.07876 -13.20962 -14.28900
H 5.14884 -13.30293 -12.81192
H 4.45785 -15.68249 -13.28964
H 6.18742 -15.51806 -13.43092
H 5.20083 -15.51852 -14.92852
H 3.02839 -13.26947 -13.55464
H 3.71998 -12.46351 -14.75005
C 2.39284 -4.91886 -7.34146
O 2.19053 -4.38026 -8.62408
C 0.95966 -4.76864 -9.20264
C 0.95358 -4.30714 -10.63853
C 0.88985 -2.79096 -10.70273
N -0.17200 -4.90417 -11.41381
H 2.50740 -6.00668 -7.38863
H 1.62877 -4.57507 -6.63733
H 3.34109 -4.51702 -6.98100
H 0.92635 -5.86757 -9.11224
H 0.07101 -4.49009 -8.61037
H 1.82908 -4.55766 -11.24081
H -0.02207 -2.37082 -10.27092
H 1.09013 -2.35874 -11.68303
H 1.72498 -2.39905 -10.11091
H -0.14224 -5.90643 -11.22471
H -0.99874 -4.64411 -10.86597
N 7.50009 -10.75440 -10.33967
C 6.47133 -10.05875 -10.94826
N 5.86234 -10.68589 -11.98557
O 6.11805 -8.97019 -10.48193
H 7.72033 -10.43471 -9.41730
H 7.88086 -11.56593 -10.78383
H 5.10357 -10.19942 -12.44680
H 6.18819 -11.52470 -12.42219
N -0.39040 -8.25201 -15.34896
C -0.09015 -9.58498 -15.30813
N 0.54372 -10.08821 -16.41642
O -0.36350 -10.27514 -14.34250
H -0.68969 -7.79904 -14.50468
H -0.25654 -7.64682 -16.13731
H 0.71664 -9.48434 -17.19432
H 0.74561 -11.06871 -16.34048
N 2.30848 -12.96063 -11.14298
C 2.91607 -13.74383 -10.18722
N 3.30480 -13.08914 -9.04112
O 3.03198 -14.94841 -10.35436
H 2.20241 -11.96106 -11.08339
H 1.68221 -13.41801 -11.78052
H 3.25678 -13.64638 -8.20971
H 3.22759 -12.08671 -9.04818

Results of the Mulliken charge analysis, in e, for atoms 1 through 8:
1 C -0.523
2 O -0.386
3 C -0.890
4 C 0.670
5 C -1.341
6 N -0.587
7 H 0.341
8 H 0.320

***

Entry 2:
C19H58AgN10O15 | wB97M-V/def2-TZVPD

Max |F| ... 11.309 eV/A
LUMO energy (spin up / spin down) ... -2.92 / -5.30 eV
Expectation value of S² ... 2.010
Spin multiplicity ... 3
Charge ... +1
HOMO-LUMO gap (spin up / spin down) ... 8.27 / 5.89 eV
HOMO level (spin up / spin down) ... -11.191 / -11.191 eV
Molecular weight ... 774.60 g mol⁻¹

Cartesian coordinates (Å):
Ag -2.07359 -1.73190 2.06369
C 0.01144 -0.85788 6.03811
C 0.23148 -1.00047 4.49463
C 1.65943 -1.42712 4.32698
O -0.70695 -1.89907 4.00391
H -0.89208 -0.37005 6.40387
H 0.89222 -0.36120 6.44508
H 0.07844 -1.81615 6.55321
H 0.08755 -0.14819 3.83055
H 2.11447 -2.12605 5.02879
H 2.23367 -0.50180 4.28073
H 1.82872 -1.86535 3.34342
C 0.62436 -0.45351 -0.49250
C -0.13629 0.62965 0.42013
C -0.40191 1.97526 -0.28545
O -1.28681 0.08714 0.89511
H 0.80969 -1.31703 0.14632
H 1.66920 -0.29081 -0.75693
H 0.03310 -0.84189 -1.32176
H 0.31685 0.93884 1.36202
H 0.55320 2.34271 -0.66075
H -0.89595 2.76314 0.28312
H -0.92506 1.75619 -1.21626
C -1.91801 6.07619 -2.49302
C -0.40206 5.60707 -2.71305
O -0.11994 4.49160 -1.96786
O -1.99414 6.83557 -1.26895
H -2.65852 5.27968 -2.42009
H -2.10385 6.81212 -3.27530
H 0.23703 6.42361 -2.37701
H -0.22280 5.40873 -3.76976
H 0.83595 4.40308 -1.97476
H -1.90516 6.17949 -0.57380
C -2.25512 -0.07260 -3.99831
C -1.17476 0.43732 -4.94729
O -1.27655 1.88539 -4.91280
O -3.61655 0.23060 -4.53485
H -2.02231 0.37887 -3.03391
H -2.20264 -1.13694 -3.76910
H -1.24854 0.04257 -5.96062
H -0.19858 0.04419 -4.66333
H -2.18722 2.14287 -5.07399
H -4.16953 0.47990 -3.79078
C 3.02613 2.45860 2.18141
C 4.15868 1.87641 3.05507
O 5.20935 1.58788 2.15279
O 1.83847 2.59366 3.01072
H 2.82624 1.76199 1.36724
H 3.20412 3.46164 1.79369
H 3.87851 0.88910 3.42225
H 4.47680 2.54460 3.85533
H 4.89784 1.09098 1.39275
H 1.07941 2.67296 2.42837
C -2.50322 -4.80116 1.51663
C -1.18214 -4.58174 0.81502
O -0.92591 -3.21747 0.66684
O -3.01760 -3.69219 2.33485
H -2.55759 -5.66115 2.18414
H -3.25863 -5.09306 0.78708
H -1.34897 -4.78631 -0.24254
H -0.35882 -5.16195 1.23166
H -0.00828 -3.24416 0.38604
H -3.69787 -4.01210 2.93192
C 4.17548 -1.02282 0.11062
O 4.96353 -0.11742 0.07381
N 3.79150 -1.59336 1.10930
N 3.85196 -1.68748 -0.97432
H 3.22095 -2.42131 1.01405
H 3.88094 -1.20241 2.03626
H 3.29693 -2.53081 -0.94540
H 4.37742 -1.43181 -1.79811
C 2.07371 -4.61728 -0.65772
O 1.94165 -3.76426 0.24406
N 2.30709 -5.88647 -0.40818
N 1.67514 -4.37762 -1.88748
H 2.44989 -6.20623 0.53916
H 2.35183 -6.43243 -1.25672
H 1.29495 -3.50997 -2.23781
H 1.67950 -5.11130 -2.58159
C -4.22165 2.16196 2.11257
O -5.37937 2.31234 2.43809
N -3.90195 1.37007 1.19248
N -3.22098 2.86049 2.49898
H -4.66147 1.02272 0.62452
H -2.93872 1.26961 0.90578
H -2.29761 2.79604 2.09481
H -3.36083 3.53113 3.24112
C -3.61717 -2.14728 -0.85202
O -3.50822 -1.77646 0.29285
N -2.77354 -2.87572 -1.55892
N -4.67477 -1.85049 -1.55362
H -1.91051 -3.23532 -1.17687
H -2.91934 -3.18162 -2.51037
H -4.62431 -1.69986 -2.55105
H -5.38746 -1.33992 -1.05214
C 2.46092 2.99631 -2.84541
O 2.19165 3.99654 -3.56072
N 2.01647 1.76024 -3.15082
N 3.28307 3.05472 -1.83314
H 1.44637 1.65078 -3.97732
H 2.03530 0.95823 -2.53721
H 3.77931 3.89085 -1.55977
H 3.89358 2.26780 -2.00088

Results of the Mulliken charge analysis, in e, for atoms 1 through 8:
1 Ag 0.235
2 C -1.477
3 C 1.352
4 C -0.963
5 O -0.460
6 H 0.371
7 H 0.394
8 H 0.417

***

Entry 3:
C19H58BrO5SSi6 | wB97M-V/def2-TZVPD

Max |F| ... 1.882 eV/A
LUMO energy ... -6.42 eV
Charge ... +1
HOMO-LUMO gap ... 4.77 eV
HOMO level ... -11.196 eV
Molecular weight ... 647.16 g mol⁻¹

Cartesian coordinates (Å):
O 6.16398 -1.09662 -2.21253
O 6.98268 0.00300 -1.91078
C 6.31030 1.21029 -2.13639
S 6.94166 2.17077 -3.60327
Br 7.80654 0.82101 -5.11094
H 6.28623 -1.34464 -3.14000
H 5.21444 1.08945 -2.20382
H 6.48258 1.87735 -1.26915
H 8.03098 2.86753 -3.11644
O 0.58547 4.05533 -2.17646
Si 0.06415 5.28298 -1.17817
C 1.31754 6.67935 -1.15544
C -0.14735 4.64652 0.57466
C -1.57451 5.97251 -1.75745
Si 1.86559 3.01774 -2.31575
C 1.66040 1.89238 -3.79682
C 2.01343 1.95025 -0.78067
C 3.46717 3.97869 -2.52243
H 2.25963 6.35313 -0.70805
H 0.94003 7.52397 -0.57703
H 1.52456 7.02568 -2.17127
H -0.81555 3.78241 0.59327
H -0.57333 5.42152 1.21385
H 0.81390 4.34496 0.99866
H -2.34522 5.19930 -1.75885
H -1.49237 6.37824 -2.76757
H -1.89671 6.77465 -1.09131
H 0.75558 1.28969 -3.70761
H 2.51592 1.21514 -3.87423
H 1.60146 2.47009 -4.72151
H 2.25502 2.56063 0.09308
H 2.80413 1.20546 -0.90391
H 1.07620 1.42911 -0.58588
H 3.69383 4.55891 -1.62614
H 3.39642 4.66795 -3.36717
H 4.29514 3.28933 -2.70737
O 2.17178 -2.86889 2.52607
Si 1.25770 -3.73432 3.61462
C -0.55070 -3.25858 3.46980
C 1.82599 -3.37816 5.36737
C 1.40923 -5.57402 3.30866
Si 2.52672 -1.28942 2.17210
C 3.71125 -1.17249 0.72325
C 3.33110 -0.45689 3.64844
C 0.95951 -0.35535 1.73713
H -0.70573 -2.21672 3.75963
H -1.16637 -3.88781 4.11509
H -0.89792 -3.38061 2.44163
H 2.89550 -3.57361 5.47343
H 1.29105 -4.00984 6.07867
H 1.64100 -2.33437 5.63153
H 2.44505 -5.90359 3.41228
H 1.06445 -5.83258 2.30550
H 0.80250 -6.12246 4.03127
H 4.65193 -1.68163 0.94303
H 3.92963 -0.12362 0.50938
H 3.27665 -1.62008 -0.17398
H 2.63352 -0.39463 4.48585
H 3.64501 0.55790 3.39255
H 4.20880 -1.01822 3.97598
H 0.29248 -0.29513 2.59861
H 0.42882 -0.85938 0.92592
H 1.19403 0.65810 1.41387
O -5.29058 -1.46359 -0.05997
Si -6.68328 -2.02872 -0.77048
C -6.98059 -3.81786 -0.29164
C -6.54493 -1.92977 -2.64017
C -8.16797 -1.02269 -0.23646
Si -3.66781 -1.80883 -0.03399
C -2.74930 -0.61694 1.08006
C -2.94507 -1.67032 -1.76175
C -3.38337 -3.55286 0.59305
H -6.19632 -4.46477 -0.69052
H -7.94000 -4.16513 -0.67956
H -6.99143 -3.92672 0.79563
H -6.29895 -0.91311 -2.95531
H -7.48851 -2.21418 -3.10943
H -5.76490 -2.60042 -3.00801
H -8.05345 0.02501 -0.52192
H -8.30333 -1.07173 0.84563
H -9.07072 -1.40965 -0.71256
H -2.86618 0.41187 0.73242
H -1.68677 -0.85752 1.08673
H -3.11733 -0.68090 2.10630
H -3.36921 -2.42936 -2.42250
H -1.86165 -1.81056 -1.73529
H -3.15691 -0.68778 -2.18961
H -3.80130 -4.28844 -0.09650
H -3.85739 -3.69065 1.56809
H -2.31567 -3.75208 0.70096

Results of the Mulliken charge analysis, in e, for atoms 1 through 8:
1 O -0.212
2 O -0.164
3 C -0.385
4 S 0.099
5 Br 0.132
6 H 0.301
7 H 0.462
8 H 0.366

***

Q: Which of these has the lowest molecular weight?
A: C19H56N10O7